{
  "formula": "C22H35IrO3",
  "method": "wB97M-V/def2-TZVPD",
  "symbols": ["O", "C", "C", "H", "H", "C", "H", "H", "C", "H", "H", "H", "C", "H", "H", "H", "Ir", "C", "C", "C", "H", "C", "C", "H", "H", "H", "H", "C", "C", "C", "H", "C", "C", "H", "H", "H", "H", "O", "C", "C", "H", "H", "C", "H", "H", "C", "H", "H", "H", "H", "C", "C", "C", "O", "H", "H", "H", "H", "H", "H", "H"],
  "coordinates": [[1.22, -0.62, 0.98], [1.33, -0.33, -0.47], [1.85, -1.74, -0.80], [2.01, 0.53, -0.56], [0.34, -0.08, -0.92], [1.46, -2.03, 0.71], [2.91, -1.89, -1.01], [1.19, -2.32, -1.47], [2.47, -2.49, 1.74], [3.28, -1.76, 1.81], [2.88, -3.47, 1.49], [1.95, -2.53, 2.71], [0.25, -2.94, 0.58], [-0.30, -2.79, -0.37], [-0.46, -2.85, 1.40], [0.60, -3.99, 0.54], [-3.10, -0.22, 0.26], [-4.56, -1.21, -0.84], [-4.34, 0.02, -1.56], [-2.97, 0.05, -2.00], [-5.08, 0.80, -1.75], [-2.33, -1.17, -1.57], [-3.31, -1.98, -0.90], [-3.17, -3.00, -0.53], [-5.50, -1.53, -0.40], [-2.51, 0.82, -2.58], [-1.28, -1.41, -1.72], [-4.26, -0.04, 2.16], [-3.65, -1.33, 1.96], [-2.23, -1.16, 2.06], [-4.17, -2.28, 1.86], [-1.95, 0.24, 2.13], [-3.22, 0.92, 2.26], [-3.34, 1.98, 2.44], [-5.32, 0.16, 2.27], [-1.50, -1.94, 2.11], [-0.96, 0.68, 2.08], [4.04, 0.21, -0.33], [5.12, -0.75, -0.35], [6.42, -0.03, -0.79], [4.88, -1.52, -1.11], [5.22, -1.24, 0.64], [5.97, 1.35, -1.30], [6.93, -0.60, -1.58], [7.12, 0.09, 0.05], [4.48, 1.47, -0.94], [6.09, 1.37, -2.38], [6.59, 2.13, -0.86], [3.88, 1.65, -1.84], [4.29, 2.27, -0.21], [-1.65, 3.60, 0.78], [-2.63, 2.87, -0.09], [-2.75, 3.47, -1.47], [-2.10, 1.54, -0.27], [-0.65, 3.55, 0.33], [-1.60, 3.14, 1.78], [-1.95, 4.65, 0.88], [-3.63, 2.83, 0.40], [-1.77, 3.42, -1.98], [-3.48, 2.93, -2.08], [-3.05, 4.52, -1.38]],
  "nbo_charge": [-0.5663, -0.0641, -0.4425, 0.2211, 0.1453, 0.2722, 0.2278, 0.1930, -0.6292, 0.2310, 0.2158, 0.2166, -0.6172, 0.1890, 0.1821, 0.2343, 1.2794, -0.3277, -0.3383, -0.1836, 0.2682, -0.3651, -0.2953, 0.2718, 0.2697, 0.2536, 0.2703, -0.3271, -0.2974, -0.2922, 0.2611, -0.2874, -0.2841, 0.2531, 0.2661, 0.2599, 0.2871, -0.5667, -0.0681, -0.4289, 0.1625, 0.1895, -0.4380, 0.2198, 0.2140, -0.0732, 0.2130, 0.2238, 0.1744, 0.1851, -0.6199, 0.0446, -0.6177, -0.3370, 0.2349, 0.2194, 0.2425, 0.1836, 0.2297, 0.2162, 0.2451],
  "e_homo_ev": [-9.00, -11.57],
  "charge": 1,
  "orbital_gap_ev": [6.88, 5.36],
  "largest_force_ev_per_a": 4.63,
  "s_squared": 8.77,
  "spin_multiplicity": 6,
  "e_above_lowest_kcal_mol": 39.2
}

{
  "formula": "C5H11BaClNSeYb",
  "method": "wB97M-V/def2-TZVPD",
  "symbols": ["Yb", "Cl", "C", "H", "H", "H", "Ba", "C", "C", "C", "H", "H", "H", "H", "H", "H", "H", "H", "Se", "C", "N"],
  "coordinates": [[-0.41, -0.21, -0.22], [1.02, -0.03, -2.26], [0.77, -1.95, 0.57], [0.05, -2.56, 1.08], [1.64, -1.83, 1.20], [1.09, -2.48, -0.33], [1.96, 2.17, -0.80], [0.51, 4.40, -1.53], [4.54, 2.48, -0.11], [0.61, 1.37, 1.50], [4.30, 2.26, 0.95], [4.66, 1.61, -0.82], [4.38, 3.50, -0.53], [-0.13, 4.43, -0.62], [1.51, 4.90, -1.55], [0.16, 3.81, -2.41], [1.16, 1.05, 2.42], [-0.07, 2.14, 1.91], [-4.15, -2.23, -0.37], [-2.61, -1.90, -1.19], [-1.57, -1.60, -1.65]],
  "lowdin_spin": [0.0749, 0.0013, 0.0139, -0.0009, -0.0002, 0.0017, 0.0516, 0.0013, 0.0015, 0.7378, 0.0005, 0.0001, 0.0001, -0.0002, 0.0000, -0.0001, 0.0538, 0.0626, -0.0002, 0.0001, 0.0006],
  "e_homo_ev": [-0.34, -0.34],
  "charge": -2,
  "orbital_gap_ev": [4.76, 4.75],
  "largest_force_ev_per_a": 1.94,
  "s_squared": 0.76,
  "spin_multiplicity": 2,
  "e_above_lowest_kcal_mol": 47.4
}